{
  "formula": "C4H9N",
  "method": "ωB97M-V with the def2-TZVPD basis set",
  "e_above_lowest_kcal_mol": 28.9,
  "spin_multiplicity": 2,
  "homo_lumo_gap_ev": [3.237, 7.004],
  "largest_force_ev_per_a": 0.893,
  "lumo_energy_ev": [4.074, 4.006],
  "s2": 0.7542,
  "e_homo_ev": [0.837, -2.998],
  "total_charge": -1,
  "symbols": ["H", "H", "H", "H", "N", "C", "C", "H", "H", "H", "H", "C", "H", "C"],
  "xyz": [[1.9603, -0.6136, 0.7589], [0.2756, -0.6841, -1.8111], [2.6082, 1.6300, 0.0075], [-1.2896, 0.9430, 1.5360], [-2.9225, -0.3591, 1.0311], [-2.0465, 0.6551, 0.7856], [1.8244, 1.0773, -0.4951], [1.1838, -2.0436, -1.1004], [-0.2250, -1.3544, -0.2605], [-2.5809, -0.9837, 1.7572], [1.4012, 1.4823, -1.4045], [1.5642, -0.1745, -0.1579], [-2.3973, 1.5385, 0.2325], [0.6442, -1.1132, -0.8793]],
  "forces_ev_per_a": [[0.3, 0.3, -0.1], [0.0, 0.0, 0.0], [-0.3, 0.3, 0.2], [0.1, -0.1, 0.0], [-0.6, -0.2, -0.4], [0.3, 0.3, 0.4], [0.7, -0.4, -0.4], [-0.1, 0.0, 0.0], [0.0, 0.1, 0.0], [0.3, 0.1, 0.1], [-0.1, 0.2, 0.0], [-0.6, -0.5, 0.3], [-0.1, -0.3, -0.1], [0.0, 0.1, 0.0]],
  "lowdin_charge": [0.086, 0.063, 0.034, -0.051, -0.243, -0.438, -0.041, 0.058, 0.053, -0.094, 0.046, -0.269, -0.062, -0.142]
}


{
  "formula": "C4H9N",
  "method": "ωB97M-V with the def2-TZVPD basis set",
  "e_above_lowest_kcal_mol": 56.9,
  "homo_lumo_gap_ev": 9.577,
  "largest_force_ev_per_a": 2.893,
  "smiles": "C=NC(=C)C.[H][H]",
  "lumo_energy_ev": 0.452,
  "e_homo_ev": -9.125,
  "symbols": ["C", "H", "H", "H", "H", "H", "H", "C", "C", "N", "H", "H", "H", "C"],
  "xyz": [[-2.1906, 0.2100, 0.3167], [-3.0600, 0.8583, 0.2751], [1.9012, 0.4381, 1.5037], [-0.5755, -2.0221, 0.0725], [1.2886, 1.8166, 0.5264], [-2.3559, -0.8586, 0.4073], [-0.0431, 0.6754, -2.1794], [1.4958, 0.7281, 0.5139], [0.2452, -0.0478, 0.2137], [-1.0158, 0.7238, 0.2409], [2.2567, 0.5246, -0.2664], [0.5362, 0.2531, -2.2849], [1.2317, -1.9053, 0.4044], [0.2855, -1.3942, 0.2560]],
  "forces_ev_per_a": [[2.1, 0.2, -0.2], [0.1, 0.1, 0.1], [-0.2, 0.2, -0.6], [-0.1, 0.0, 0.1], [0.1, -0.6, 0.0], [-0.2, -0.3, 0.0], [-0.5, 0.5, -0.1], [0.2, 0.8, -0.3], [-1.6, -1.4, 2.0], [-0.1, -0.2, -0.6], [-0.3, 0.2, 0.5], [0.5, -0.3, -0.3], [-0.1, 0.1, -0.1], [0.0, 0.9, -0.5]],
  "lowdin_charge": [-0.040, 0.064, 0.084, 0.047, 0.076, 0.060, 0.047, -0.094, -0.465, 0.001, 0.075, 0.050, 0.066, 0.029]
}


{
  "formula": "C4H9N",
  "method": "ωB97M-V with the def2-TZVPD basis set",
  "e_above_lowest_kcal_mol": 59.3,
  "homo_lumo_gap_ev": 8.093,
  "largest_force_ev_per_a": 2.195,
  "smiles": "C=CNCC",
  "lumo_energy_ev": 0.937,
  "e_homo_ev": -7.157,
  "symbols": ["H", "C", "H", "N", "H", "H", "H", "H", "C", "H", "C", "H", "C", "H"],
  "xyz": [[0.6046, 2.5267, 1.1507], [-0.3973, 2.1158, 1.1137], [-0.9188, 0.0639, 1.1621], [0.0724, 0.3945, -0.6150], [-1.3048, 2.6948, 1.1842], [1.8225, -0.9676, -0.5345], [0.8114, -1.0845, -1.8203], [-0.1479, -2.9731, -0.7537], [-0.4479, 0.8478, 0.5468], [-1.0899, -1.7124, -0.1268], [-0.0661, -2.1062, -0.1137], [0.4570, 1.0543, -1.2814], [0.7388, -0.9018, -0.7594], [0.2527, -2.3960, 0.8923]],
  "forces_ev_per_a": [[-0.2, 1.0, -1.1], [0.9, -1.1, -1.5], [-0.8, 0.1, -1.0], [2.1, -0.6, 0.2], [0.0, -0.1, 1.5], [-0.5, 0.6, 0.8], [-0.5, -0.1, -0.6], [0.6, -0.2, -0.2], [-1.1, 0.2, 1.7], [0.0, -0.3, 0.6], [-0.3, 1.8, -0.5], [-0.2, 0.4, 0.5], [0.1, -1.9, -0.2], [-0.1, 0.2, -0.2]],
  "lowdin_charge": [0.017, -0.045, 0.101, -0.024, 0.024, 0.109, 0.093, 0.057, -0.276, 0.063, -0.080, 0.130, -0.239, 0.070]
}


{
  "formula": "C4H9N",
  "method": "ωB97M-V with the def2-TZVPD basis set",
  "e_above_lowest_kcal_mol": 18.1,
  "homo_lumo_gap_ev": 10.176,
  "largest_force_ev_per_a": 0.503,
  "smiles": "C=CCNC",
  "lumo_energy_ev": 1.205,
  "e_homo_ev": -8.970,
  "symbols": ["C", "H", "C", "H", "H", "N", "H", "H", "H", "H", "H", "C", "H", "C"],
  "xyz": [[1.6085, -0.8008, -0.0359], [2.6223, -0.9963, -0.4155], [-1.1781, 0.2830, -0.5025], [-0.1242, 2.0346, 0.1351], [-0.1246, 0.7157, 1.3133], [1.2299, 0.5645, -0.3384], [1.9441, 1.2059, -0.0052], [-1.1452, 0.4186, -1.5824], [-2.2021, -0.5345, 1.1466], [0.9287, -1.4960, -0.5426], [1.5853, -1.0474, 1.0456], [-2.1580, -0.4146, 0.0617], [-2.9413, -0.8814, -0.5203], [-0.0452, 0.9488, 0.2407]],
  "forces_ev_per_a": [[0.2, -0.4, 0.0], [-0.3, 0.1, 0.1], [-0.1, 0.1, 0.1], [-0.1, 0.0, 0.0], [0.0, 0.0, 0.0], [0.3, 0.3, 0.2], [-0.1, -0.2, -0.1], [0.0, -0.1, 0.1], [0.0, 0.0, -0.3], [0.1, 0.1, 0.1], [0.0, 0.1, -0.3], [0.3, 0.2, 0.2], [0.0, 0.1, 0.0], [-0.3, 0.0, -0.2]],
  "lowdin_charge": [-0.149, 0.078, -0.190, 0.115, 0.109, -0.147, 0.100, 0.102, 0.058, 0.074, 0.079, -0.004, 0.048, -0.273]
}


{
  "formula": "C4H9N2",
  "method": "ωB97M-V with the def2-TZVPD basis set",
  "e_above_lowest_kcal_mol": 77.0,
  "homo_lumo_gap_ev": 8.955,
  "largest_force_ev_per_a": 6.027,
  "smiles": "C=C=NCC[NH3+]",
  "lumo_energy_ev": -3.508,
  "e_homo_ev": -12.463,
  "total_charge": 1,
  "symbols": ["C", "H", "H", "C", "H", "H", "H", "C", "H", "C", "H", "N", "N", "H", "H"],
  "xyz": [[-0.5173, -0.0512, -1.0594], [-1.6911, -1.7889, -1.2134], [-0.0277, -2.1172, -0.7881], [-0.8196, -1.4269, -0.6485], [-0.3031, -0.6361, 1.0069], [-0.7934, -2.2758, 1.1830], [1.6332, 3.2298, 1.0877], [1.2460, 1.3792, 0.2451], [-0.0817, -0.0434, -2.0034], [2.1082, 2.4359, 0.5998], [3.1590, 2.4316, 0.5388], [0.3875, 0.5082, -0.0219], [-1.0193, -1.3701, 0.8314], [-1.2968, 0.6422, -0.8254], [-1.9839, -0.9174, 1.0675]],
  "forces_ev_per_a": [[1.6, 2.3, 2.2], [0.1, 0.0, 0.5], [0.9, -0.5, -0.4], [-1.6, -0.7, 0.0], [0.7, 0.4, 0.9], [-0.4, -0.6, 1.1], [-0.7, 1.2, 0.5], [0.9, 2.0, -0.5], [0.3, 0.5, -1.9], [-3.7, -4.6, -1.4], [0.9, -0.5, -0.2], [3.0, 0.9, 1.6], [-2.7, 1.2, -1.0], [-1.4, 0.1, -1.2], [2.0, -1.6, -0.1]],
  "lowdin_charge": [-0.141, 0.152, 0.130, -0.148, 0.103, 0.154, 0.034, -0.051, 0.122, 0.066, 0.040, 0.003, 0.170, 0.137, 0.227]
}


{
  "formula": "C4H9N2",
  "method": "ωB97M-V with the def2-TZVPD basis set",
  "e_above_lowest_kcal_mol": 81.5,
  "homo_lumo_gap_ev": 10.478,
  "largest_force_ev_per_a": 4.849,
  "lumo_energy_ev": -4.291,
  "e_homo_ev": -14.769,
  "total_charge": 1,
  "symbols": ["H", "N", "H", "H", "N", "H", "C", "C", "H", "H", "C", "H", "H", "H", "C"],
  "xyz": [[-0.5372, 2.8349, 0.8497], [0.4044, -1.8836, 0.2776], [0.3844, -2.6112, -0.4436], [1.2171, 0.7025, 0.7318], [0.8091, 1.1525, -1.1398], [0.8154, -0.5983, -2.3984], [-0.0614, -0.6316, -0.3456], [0.3042, 0.8017, 0.2574], [-1.7907, 1.8763, 0.1208], [-0.2010, -2.2092, 1.0401], [-0.9783, 1.7744, 0.7740], [-1.3426, 1.3424, 1.6683], [-1.1157, -0.7027, -0.3978], [1.4571, -1.8003, 0.5118], [0.6352, -0.0477, -1.5061]],
  "forces_ev_per_a": [[-0.7, -1.7, 0.4], [2.5, -0.5, -0.4], [-0.1, -0.2, 0.1], [1.3, 0.4, 2.3], [-0.5, -0.2, 0.4], [0.5, 0.3, -1.2], [-0.2, 2.1, 1.3], [-3.7, 1.2, -1.9], [-0.8, -0.5, -1.6], [0.5, 0.2, 0.2], [4.8, 0.2, -0.3], [-0.2, 0.1, 1.3], [-1.1, -0.2, -0.5], [-2.1, -0.3, 0.3], [-0.2, -1.0, -0.5]],
  "lowdin_charge": [0.111, 0.226, 0.176, 0.104, 0.162, 0.115, -0.243, -0.185, 0.046, 0.185, 0.016, 0.046, 0.146, 0.224, -0.130]
}


{
  "formula": "C4H9N2",
  "method": "ωB97M-V with the def2-TZVPD basis set",
  "e_above_lowest_kcal_mol": 153.1,
  "homo_lumo_gap_ev": 7.483,
  "largest_force_ev_per_a": 2.229,
  "lumo_energy_ev": -7.263,
  "e_homo_ev": -14.746,
  "total_charge": 1,
  "symbols": ["N", "C", "H", "H", "C", "H", "H", "N", "H", "C", "C", "H", "H", "H", "H"],
  "xyz": [[1.7060, 2.1021, -1.8648], [-0.4796, -0.0562, -0.2887], [0.6185, 0.3328, -0.9281], [1.2324, 2.6032, -1.1160], [-2.1310, -0.8106, 1.9063], [0.7481, -1.4457, 0.7637], [-1.4248, -0.0937, -0.8167], [-1.1636, -1.5557, 1.5199], [2.6672, 2.4340, -1.9127], [-0.2333, -1.0059, 0.6172], [1.7545, 0.7216, -1.4344], [-2.9199, -1.2185, 2.5358], [1.8833, 0.0909, -2.3137], [2.4738, 0.4986, -0.6420], [-2.1809, 0.2487, 1.6394]],
  "forces_ev_per_a": [[-1.4, -1.2, 1.2], [0.0, -1.2, 0.4], [-0.7, 0.0, 0.1], [0.4, 0.6, -0.1], [0.4, -0.1, 0.0], [0.2, 0.4, 0.1], [0.3, 1.1, -0.9], [-0.8, 0.8, -1.0], [0.1, 0.1, -0.1], [1.1, -0.2, 0.9], [1.3, 0.8, -1.5], [0.2, -0.1, -0.1], [-0.3, -0.5, 0.3], [-0.8, -0.4, 0.6], [0.0, 0.0, 0.2]],
  "lowdin_charge": [0.012, 0.148, 0.046, 0.092, 0.049, 0.133, 0.120, 0.042, 0.110, -0.166, -0.020, 0.100, 0.117, 0.122, 0.094]
}


{
  "formula": "C4H9N2",
  "method": "ωB97M-V with the def2-TZVPD basis set",
  "e_above_lowest_kcal_mol": 73.7,
  "homo_lumo_gap_ev": 10.089,
  "largest_force_ev_per_a": 3.622,
  "smiles": "C1N[C@@H]1[C@H]1C[NH2+]1",
  "lumo_energy_ev": -3.553,
  "e_homo_ev": -13.642,
  "total_charge": 1,
  "symbols": ["H", "C", "N", "N", "C", "H", "H", "H", "C", "H", "C", "H", "H", "H", "H"],
  "xyz": [[-1.4570, -1.4322, 0.9755], [-1.6064, -0.8679, 0.0626], [1.9322, -0.7970, 0.0761], [-1.7475, 0.5818, 0.2342], [-0.5352, 0.0479, -0.3776], [-0.3926, 0.2485, -1.4299], [2.8022, 1.1323, 0.3937], [1.7895, -1.4216, -0.7055], [0.8691, 0.0448, 0.4750], [-2.4133, 1.0772, -0.3589], [2.0603, 0.6135, -0.1960], [-2.2615, -1.3452, -0.6518], [1.9557, 0.9814, -1.2089], [-1.6929, 0.9748, 1.1747], [0.6974, 0.1616, 1.5367]],
  "forces_ev_per_a": [[0.0, 0.2, 0.0], [0.3, -0.9, -0.2], [0.3, -0.8, 0.1], [-0.7, 1.1, 0.4], [3.3, -1.2, 1.0], [-0.3, 0.1, -0.1], [0.1, 0.0, 0.0], [-0.1, 0.1, -0.2], [-2.9, 0.8, -1.3], [0.1, -0.1, 0.1], [0.2, 0.4, 0.0], [-0.1, 0.3, 0.0], [-0.1, 0.0, -0.1], [0.0, -0.1, -0.2], [0.0, 0.0, 0.2]],
  "lowdin_charge": [0.144, -0.003, 0.045, 0.142, -0.124, 0.158, 0.113, 0.117, -0.250, 0.192, -0.115, 0.138, 0.113, 0.191, 0.138]
}


What did the first record say?
{
  "formula": "C4H9N",
  "method": "ωB97M-V with the def2-TZVPD basis set",
  "e_above_lowest_kcal_mol": 28.9,
  "spin_multiplicity": 2,
  "homo_lumo_gap_ev": [3.237, 7.004],
  "largest_force_ev_per_a": 0.893,
  "lumo_energy_ev": [4.074, 4.006],
  "s2": 0.7542,
  "e_homo_ev": [0.837, -2.998],
  "total_charge": -1,
  "symbols": ["H", "H", "H", "H", "N", "C", "C", "H", "H", "H", "H", "C", "H", "C"],
  "xyz": [[1.9603, -0.6136, 0.7589], [0.2756, -0.6841, -1.8111], [2.6082, 1.6300, 0.0075], [-1.2896, 0.9430, 1.5360], [-2.9225, -0.3591, 1.0311], [-2.0465, 0.6551, 0.7856], [1.8244, 1.0773, -0.4951], [1.1838, -2.0436, -1.1004], [-0.2250, -1.3544, -0.2605], [-2.5809, -0.9837, 1.7572], [1.4012, 1.4823, -1.4045], [1.5642, -0.1745, -0.1579], [-2.3973, 1.5385, 0.2325], [0.6442, -1.1132, -0.8793]],
  "forces_ev_per_a": [[0.3, 0.3, -0.1], [0.0, 0.0, 0.0], [-0.3, 0.3, 0.2], [0.1, -0.1, 0.0], [-0.6, -0.2, -0.4], [0.3, 0.3, 0.4], [0.7, -0.4, -0.4], [-0.1, 0.0, 0.0], [0.0, 0.1, 0.0], [0.3, 0.1, 0.1], [-0.1, 0.2, 0.0], [-0.6, -0.5, 0.3], [-0.1, -0.3, -0.1], [0.0, 0.1, 0.0]],
  "lowdin_charge": [0.086, 0.063, 0.034, -0.051, -0.243, -0.438, -0.041, 0.058, 0.053, -0.094, 0.046, -0.269, -0.062, -0.142]
}